No. 1
DFT (wB97M-V/def2-TZVPD) results for the molecule C19H27ClN6O2.

XYZ file:
```
55
Properties=species:S:1:pos:R:3:forces:R:3
Cl 2.050 5.097 0.887 -0.001 -0.008 0.005
O -1.275 0.194 2.385 -0.001 -0.004 0.003
O 2.355 2.156 0.930 0.000 0.005 -0.002
N -0.526 2.740 -1.029 -0.003 0.000 -0.003
N -1.780 -0.510 -1.601 0.006 0.002 -0.005
N 1.125 0.791 -0.403 -0.010 0.013 0.015
N -2.499 -1.194 -0.690 0.001 0.003 0.009
N -1.273 4.965 -1.199 0.012 0.007 -0.006
N -0.315 -1.253 0.923 -0.023 -0.058 0.094
C -2.938 -2.371 -1.180 0.006 -0.009 -0.008
C -1.345 -0.522 1.406 0.011 0.056 -0.071
C 1.779 -0.409 0.074 -0.012 0.049 0.010
C 3.175 -2.009 2.358 0.010 -0.001 0.006
C -0.228 5.344 -0.488 0.004 -0.007 -0.009
C -2.678 -0.650 0.647 0.002 -0.011 0.010
C 1.067 -0.986 1.300 0.015 -0.033 -0.060
C 3.413 -2.727 3.684 0.004 0.001 0.004
C 0.728 4.452 -0.005 -0.007 -0.001 0.002
C -3.388 0.694 0.608 -0.006 0.004 0.002
C 0.530 3.113 -0.303 0.008 -0.004 -0.021
C -2.488 -2.462 -2.476 -0.018 0.006 0.000
C 1.438 1.984 0.150 0.010 0.007 0.009
C -1.080 -0.800 -3.930 -0.002 0.002 -0.002
C -1.770 -1.267 -2.691 0.006 -0.003 0.004
C -2.550 3.200 -2.272 0.025 -0.008 -0.020
C -1.382 3.656 -1.453 -0.024 0.000 0.029
C 4.209 -2.464 1.329 -0.010 0.003 0.000
C 1.734 -2.234 1.867 0.007 -0.011 0.003
H 4.435 -2.576 4.037 -0.001 0.000 0.000
H -3.526 -3.043 -0.577 0.001 0.000 0.000
H 2.807 -0.154 0.321 -0.001 -0.002 -0.002
H 0.246 0.729 -0.906 0.000 -0.011 -0.007
H -3.478 3.574 -1.840 -0.001 -0.002 0.006
H -2.569 2.113 -2.321 -0.002 0.012 0.003
H 1.108 -2.577 2.695 -0.002 0.002 0.000
H 1.715 -3.033 1.115 0.004 0.000 0.005
H 4.151 -3.548 1.193 -0.002 0.000 -0.002
H -4.359 0.590 0.125 0.000 0.001 0.000
H -0.458 -1.727 0.045 0.001 0.000 0.000
H 5.222 -2.223 1.657 -0.001 -0.002 0.003
H -0.312 -0.069 -3.682 -0.004 0.006 0.005
H -3.283 -1.378 1.192 -0.002 0.001 -0.001
H -2.474 3.611 -3.280 -0.005 0.001 0.002
H -2.655 -3.267 -3.170 -0.001 0.000 0.000
H 2.731 -2.366 4.455 0.000 -0.001 0.000
H -3.518 1.064 1.622 0.000 0.001 -0.003
H 4.056 -2.001 0.354 0.004 0.005 -0.008
H -0.616 -1.634 -4.456 0.007 0.002 -0.001
H -1.787 -0.327 -4.614 0.002 -0.012 -0.001
H -0.119 6.402 -0.280 -0.007 0.000 0.003
H 3.310 -0.934 2.530 -0.004 -0.004 -0.002
H 1.790 -1.149 -0.733 0.001 0.000 0.000
H -2.785 1.410 0.050 -0.001 0.003 0.001
H 1.028 -0.214 2.071 0.006 -0.001 0.002
H 3.254 -3.802 3.570 -0.001 0.000 -0.001
```
Positions in Å, forces in eV/Å.

- relative energy (zero: lowest compared OMol25 entry of this formula, charge and spin) (kcal/mol) = 5.6
- SMILES = Cc1ccn([C@H](C)C(=O)N[C@H](CNC(=O)c2nc(C)ncc2Cl)CC(C)C)n1
- LUMO (eV) = 0.10
- orbital gap (Eh) = 0.349
- HOMO energy (eV) = -9.39
- E_tot (Eh) = -1679.4822

***

No. 2
DFT (wB97M-V/def2-TZVPD) results for a structure of composition C19H27CuN4SeSi.

XYZ file:
```
53
Properties=species:S:1:pos:R:3:forces:R:3
Se 2.131 2.620 -0.390 0.125 0.069 -0.116
Cu 1.138 -0.780 0.366 -0.095 0.244 -0.192
Si -1.071 -0.779 -0.168 -0.174 -0.359 0.286
N 2.024 -0.472 2.349 0.148 0.084 -0.058
N 3.198 -0.737 -0.154 0.023 -0.047 -0.060
N 2.341 1.913 -3.203 0.135 0.060 -0.063
N 0.311 2.175 -2.543 -0.285 0.082 0.056
C -3.094 -4.852 1.161 0.046 0.079 -0.003
C 1.591 2.230 -2.108 -0.232 -0.333 -0.654
C -2.966 -2.995 -0.371 0.046 0.018 0.107
C -3.555 -4.192 0.030 0.087 0.092 0.008
C -3.758 2.167 1.253 0.061 -0.059 0.023
C -1.901 -2.426 0.339 -0.041 -0.202 0.022
C 4.003 -0.232 0.969 -0.264 -0.041 0.011
C -2.012 0.500 0.905 -0.016 0.092 0.257
C -1.602 0.735 2.227 -0.075 0.035 -0.082
C -1.448 -3.121 1.471 -0.133 -0.035 -0.091
C 3.460 -0.785 2.279 -0.233 0.025 -0.179
C -2.249 1.654 3.047 -0.045 -0.043 -0.143
C 1.521 1.668 -4.302 0.415 0.008 0.217
C 0.256 1.828 -3.887 -0.221 0.119 0.453
C -3.110 1.235 0.447 -0.074 -0.048 0.054
C -3.328 2.382 2.556 0.089 -0.078 -0.026
C -0.835 2.449 -1.680 0.104 0.010 -0.220
C 3.793 1.879 -3.238 -0.125 -0.012 -0.027
C -2.038 -4.311 1.887 0.015 0.105 -0.102
H 4.164 2.348 -2.332 0.001 0.024 0.046
H 3.569 -1.869 2.300 -0.014 -0.083 0.029
H 4.156 0.852 -3.292 -0.016 -0.007 0.004
H 1.915 1.397 -5.269 -0.002 0.048 0.156
H -0.871 1.729 -0.869 0.066 0.067 -0.043
H -1.669 -4.822 2.769 -0.012 0.022 -0.027
H -1.733 -0.535 -1.500 0.146 0.027 -0.066
H 3.222 -0.099 -0.943 0.047 0.017 0.120
H -0.610 -2.720 2.038 -0.051 -0.027 -0.047
H 5.064 -0.455 0.863 0.094 -0.062 0.025
H -4.377 -4.608 -0.541 0.012 0.009 0.005
H -1.912 1.807 4.067 -0.001 -0.003 -0.031
H 3.885 0.851 0.976 0.052 0.076 -0.054
H 3.510 -1.648 -0.462 0.080 -0.046 -0.056
H -3.552 -5.783 1.475 0.010 0.024 -0.009
H 1.565 -0.907 3.135 0.011 -0.107 0.094
H -0.755 0.175 2.623 -0.096 0.086 -0.061
H -3.347 -2.486 -1.253 0.040 -0.058 0.078
H 4.151 2.429 -4.107 -0.014 -0.002 0.013
H -0.677 1.722 -4.418 0.097 0.026 0.129
H -3.477 1.066 -0.565 0.058 0.035 0.098
H -4.607 2.722 0.867 0.022 -0.014 -0.003
H -0.747 3.444 -1.250 0.037 0.043 -0.029
H 4.030 -0.374 3.112 0.084 0.053 0.112
H -3.828 3.109 3.185 0.015 -0.036 -0.026
H -1.741 2.377 -2.277 0.030 -0.033 0.014
H 1.872 0.529 2.425 0.023 0.055 0.052
```
Positions in Å, forces in eV/Å.

- relative energy (zero: lowest compared OMol25 entry of this formula, charge and spin) (kcal/mol) = 8.5
- LUMO (eV) = 0.36
- orbital gap (Eh) = 0.270
- HOMO energy (eV) = -6.97
- E_tot (Eh) = -5290.6403

***

No. 3
DFT (wB97M-V/def2-TZVPD) results for the molecule C19H27FN4O4S.

XYZ file:
```
56
Properties=species:S:1:pos:R:3:forces:R:3
S -1.476 2.121 4.221 0.004 0.009 0.009
F 1.192 -8.457 -1.285 -0.006 0.007 0.004
O -0.635 3.136 4.787 -0.009 -0.010 -0.006
O -1.912 0.996 4.991 0.008 0.004 -0.001
O -1.111 -6.200 -2.705 0.014 0.005 0.000
O 1.584 -0.882 -0.274 -0.005 -0.011 0.033
N -2.783 2.942 3.627 0.011 0.004 -0.004
N 0.994 -5.712 -2.029 0.028 0.019 -0.031
N -0.140 2.227 1.815 -0.007 0.005 0.025
N 0.001 -2.271 0.550 -0.007 -0.032 0.005
C -0.026 -7.914 -1.563 0.018 -0.029 0.000
C 0.820 -4.359 -2.559 -0.005 -0.006 0.027
C -1.105 -8.636 -1.322 -0.018 0.014 -0.027
C 0.071 -3.428 -1.612 -0.007 0.005 -0.007
C 2.058 -5.850 -1.032 0.001 0.007 0.017
C -0.077 -6.542 -2.143 -0.036 -0.017 0.008
C -1.304 -10.008 -0.721 -0.003 0.015 0.022
C -0.055 3.678 1.772 0.003 -0.004 -0.006
C 0.426 -4.700 0.586 0.013 -0.001 0.001
C 0.360 1.386 0.885 -0.010 0.032 0.002
C -0.736 1.469 2.797 -0.010 -0.004 0.000
C -1.360 -2.459 1.027 0.005 0.025 -0.005
C 0.606 -1.054 0.447 0.025 0.020 -0.075
C -2.583 -8.402 -1.492 -0.012 0.001 0.040
C 1.559 -5.715 0.408 -0.009 0.005 -0.004
C -2.839 -9.761 -0.781 0.015 -0.002 -0.025
C -0.615 0.141 2.475 0.039 -0.021 -0.053
C 0.084 0.082 1.244 -0.029 0.017 0.053
C 0.622 -3.383 -0.181 -0.005 -0.011 0.017
H 2.411 -5.432 1.032 0.001 0.000 -0.002
H 1.217 -6.687 0.772 0.001 -0.001 0.003
H -0.945 -10.820 -1.355 -0.005 0.004 -0.011
H 0.478 4.049 2.644 0.000 0.002 0.001
H -1.892 -3.126 0.348 -0.003 -0.022 -0.005
H 1.685 -3.140 -0.219 -0.001 0.006 -0.002
H -1.893 -1.513 1.038 0.008 -0.011 0.006
H -0.966 -0.669 3.090 -0.010 0.000 0.014
H -2.926 3.791 4.162 -0.006 0.000 -0.002
H -1.053 4.112 1.752 -0.001 -0.001 0.003
H -3.397 -10.488 -1.366 -0.007 -0.004 0.003
H -2.894 -8.357 -2.535 0.015 -0.011 -0.004
H 0.896 1.754 0.026 0.007 -0.020 -0.006
H -0.979 -3.734 -1.587 0.002 0.004 0.002
H 0.478 3.957 0.867 0.000 0.000 0.001
H 1.817 -3.965 -2.762 0.001 -0.006 -0.006
H -3.613 2.362 3.601 -0.002 0.000 0.001
H 0.119 -2.418 -2.025 -0.002 0.002 0.000
H 2.595 -6.784 -1.164 -0.004 0.009 -0.004
H -3.305 -9.669 0.198 0.007 0.011 0.004
H 0.280 -4.428 -3.500 0.002 0.000 -0.003
H 2.763 -5.049 -1.249 0.003 -0.003 0.000
H 0.343 -4.480 1.652 -0.009 0.002 -0.002
H -1.397 -2.897 2.028 0.003 0.011 -0.003
H -0.524 -5.156 0.287 -0.002 -0.004 0.000
H -2.965 -7.509 -0.997 -0.008 -0.002 -0.003
H -0.876 -10.137 0.273 0.003 -0.010 -0.003
```
Positions in Å, forces in eV/Å.

- relative energy (zero: lowest compared OMol25 entry of this formula, charge and spin) (kcal/mol) = 0.0
- SMILES = CN(C(=O)c1cc(S(N)(=O)=O)n(C)c1)[C@H]1CCCN(C(=O)C(F)=C2CCC2)CC1
- LUMO (eV) = 0.50
- orbital gap (Eh) = 0.350
- HOMO energy (eV) = -9.02
- E_tot (Eh) = -1758.2183

***

No. 4
DFT (wB97M-V/def2-TZVPD) results for a structure of composition C19H27GaNO.

XYZ file:
```
49
Properties=species:S:1:pos:R:3:forces:R:3
Ga -0.083 -0.566 -1.442 -3.182 8.671 4.559
O 0.888 0.226 0.042 -1.610 -0.794 0.123
N -2.133 -0.949 -1.103 0.736 1.205 -1.724
C 0.309 0.063 4.073 0.337 0.146 -0.470
C 0.275 -1.129 1.950 0.231 0.436 -0.643
C -0.044 3.852 2.010 0.116 -0.031 -0.176
C 0.101 1.316 2.018 0.241 -0.006 -0.525
C 0.091 -1.986 -2.375 -0.065 -7.229 -3.736
C -1.057 1.153 -3.471 0.189 -0.189 -0.862
C -0.238 2.569 1.213 0.571 -0.247 -0.053
C -0.098 1.481 -2.428 0.305 -0.477 -0.739
C -0.987 -3.286 1.655 -0.097 0.131 -0.160
C 1.510 -3.242 1.379 -0.082 0.150 -0.335
C 0.206 -2.458 1.177 0.261 0.568 0.390
C 0.382 0.127 1.289 0.478 -0.363 0.093
C 0.193 1.285 3.400 -0.429 -0.425 0.156
C 1.485 -1.605 -2.331 1.793 -0.797 -1.612
C 1.060 1.180 -4.433 -1.049 0.174 1.296
C -0.359 0.937 -4.679 0.453 0.394 1.183
C 1.216 1.514 -3.065 -1.169 -0.223 -1.526
C -1.673 2.512 0.666 0.019 -0.055 0.169
C 0.327 -1.117 3.335 -0.429 -0.110 0.442
H 2.136 1.751 -2.560 0.154 0.051 0.079
H -1.918 -2.778 1.387 0.061 -0.075 0.120
H 0.171 2.210 3.970 -0.174 -0.109 -0.050
H 0.384 -2.073 3.857 -0.096 0.194 -0.003
H 0.035 -2.233 0.104 0.295 -0.296 0.868
H -1.855 3.373 0.011 -0.010 -0.131 0.047
H 1.835 1.107 -5.193 -0.062 -0.058 0.275
H 2.370 -2.653 1.044 -0.075 -0.120 0.075
H 0.408 0.040 5.144 0.007 -0.028 0.218
H -0.984 -4.271 1.178 -0.006 0.022 0.010
H -2.380 2.569 1.506 0.064 -0.066 -0.165
H 2.162 -1.990 -1.584 -0.161 -0.114 0.279
H -0.480 -1.823 -3.336 0.781 -0.523 1.054
H -0.779 0.635 -5.640 0.052 0.041 0.357
H 0.459 2.571 0.357 -0.233 0.098 0.237
H -0.192 4.715 1.357 -0.060 0.035 0.073
H -0.347 2.127 -1.586 0.066 -0.432 -0.070
H -0.941 -3.429 2.740 -0.084 -0.022 -0.133
H 1.995 -1.119 -3.185 -0.707 -0.238 0.625
H 1.482 -4.183 0.821 0.074 0.003 0.021
H -2.152 1.032 -3.307 1.059 0.278 -0.268
H -1.875 1.591 0.105 0.069 0.122 0.111
H -2.489 -0.528 -2.058 0.710 -0.930 2.126
H 1.637 -3.475 2.443 0.026 0.025 -0.146
H 0.970 3.904 2.411 -0.056 0.064 0.090
H -0.260 -2.858 -1.698 0.605 1.203 -1.668
H -0.764 3.910 2.833 0.082 0.078 -0.013
```
Positions in Å, forces in eV/Å.

- LUMO (alpha / beta) (eV) = 3.08 / 3.09
- orbital gap (alpha / beta) (Eh) = 0.274 / 0.234
- HOMO energy (alpha / beta) (eV) = -4.38 / -3.26
- net charge = -1
- E_tot (Eh) = -2794.8186

***

No. 5
DFT (wB97M-V/def2-TZVPD) results for a structure of composition C19H27MnN4O3SSi.

XYZ file:
```
56
Properties=species:S:1:pos:R:3:forces:R:3
Mn -0.249 0.745 0.702 0.272 0.451 0.083
S -4.545 -0.361 0.026 0.146 -0.023 0.017
Si 0.157 5.478 -0.844 0.031 0.069 -0.079
O 6.311 0.708 1.103 -0.011 -0.058 0.018
O -0.325 -0.302 2.328 -0.312 -0.613 0.113
O 0.480 1.241 3.722 0.051 0.118 0.065
N -0.076 -0.002 5.926 0.038 0.053 0.123
N 5.072 2.485 1.740 0.009 0.022 0.054
N 1.674 0.370 0.256 -0.058 -0.029 0.092
N -2.220 0.610 0.276 -0.183 0.133 0.154
C -0.084 2.522 0.103 -0.065 0.203 -0.382
C 2.717 1.036 0.775 0.022 -0.020 0.041
C 0.478 -2.024 4.734 -0.007 -0.037 -0.056
C 0.002 3.686 -0.263 0.041 -0.127 0.088
C 1.993 5.845 -0.884 -0.191 0.004 -0.001
C 4.013 0.583 0.615 -0.086 -0.007 -0.033
C -0.048 0.165 3.496 0.103 -0.054 -0.187
C 3.142 -1.280 -0.632 -0.028 0.171 -0.096
C -0.757 6.522 0.409 0.083 -0.072 -0.128
C -0.621 5.519 -2.546 0.089 0.062 0.184
C -0.390 -0.763 4.662 -0.004 0.125 -0.116
C 4.220 -0.604 -0.083 0.002 0.052 0.014
C 0.882 -0.831 6.760 -0.037 0.021 0.014
C 0.679 -2.241 6.231 0.043 -0.018 0.058
C -3.055 1.674 -0.002 -0.074 0.040 -0.121
C 1.883 -0.741 -0.464 0.004 -0.240 0.128
C 5.244 1.271 1.171 -0.006 0.056 -0.001
C -4.352 1.324 -0.164 0.113 0.019 -0.004
C -2.896 -0.523 0.326 0.009 -0.102 0.019
H 2.528 5.166 -1.549 -0.024 -0.038 -0.026
H -2.434 -1.474 0.547 -0.032 -0.023 0.017
H 0.341 0.892 5.617 -0.039 -0.032 -0.030
H 5.902 2.959 2.059 -0.008 0.006 -0.008
H 2.458 1.929 1.329 0.030 -0.007 0.014
H 1.006 -1.220 -0.889 0.034 -0.023 0.001
H -5.186 1.966 -0.393 -0.017 0.012 0.000
H 1.883 -0.456 6.560 -0.002 -0.022 -0.007
H -0.537 6.522 -2.969 0.016 0.024 0.017
H -0.356 6.393 1.415 0.041 -0.033 0.013
H 4.225 3.017 1.672 0.012 0.017 -0.043
H -0.007 -2.861 4.238 0.005 -0.002 0.003
H 2.442 5.781 0.108 -0.032 -0.017 0.041
H -1.453 -1.003 4.660 0.015 -0.003 -0.037
H -1.682 5.268 -2.519 -0.019 -0.022 0.049
H -0.128 4.832 -3.234 0.040 -0.032 0.016
H -1.821 6.287 0.436 -0.024 -0.037 -0.025
H 5.236 -0.963 -0.181 -0.001 -0.015 -0.004
H 3.271 -2.193 -1.194 0.000 0.005 -0.025
H -0.203 -2.698 6.683 -0.012 0.009 -0.010
H 2.162 6.860 -1.249 -0.020 0.020 -0.012
H -2.633 2.662 -0.081 -0.021 0.010 0.007
H -0.664 7.579 0.154 0.016 0.020 -0.035
H 1.533 -2.876 6.454 0.003 -0.003 0.003
H -0.925 0.212 6.447 0.018 -0.011 0.007
H 1.436 -1.848 4.238 0.006 0.006 0.018
H 0.649 -0.690 7.812 0.024 -0.008 -0.006
```
Positions in Å, forces in eV/Å.

- relative energy (zero: lowest compared OMol25 entry of this formula, charge and spin) (kcal/mol) = 5.4
- LUMO (alpha / beta) (eV) = -7.24 / -6.46
- orbital gap (alpha / beta) (Eh) = 0.280 / 0.313
- HOMO energy (alpha / beta) (eV) = -14.85 / -14.99
- net charge = +2
- E_tot (Eh) = -3023.1608
- 2S+1 = 5